Molecular formula: C5H25NO10
Method: DFT, ωB97M-V/def2-TZVPD

XYZ file:
```
41
Properties=species:S:1:pos:R:3:mulliken_charge:R:1
C 1.4840 -1.8366 -1.9991 -1.31
C 1.0534 -0.7503 -1.3462 0.43
N 1.7579 0.4173 -1.2025 -0.23
C -0.1538 -0.9197 -0.4264 -0.09
C -0.9169 0.4191 -0.1833 -0.23
C -0.5384 1.1449 1.0995 0.14
O 0.0612 2.2033 1.0809 -0.69
O -1.0112 0.6910 2.2822 -0.32
H 2.2106 -1.9576 -2.7875 0.32
H 0.8743 -2.7301 -1.9155 0.29
H 1.5904 1.0659 -0.4540 0.02
H 2.7138 0.5608 -1.4705 0.24
H 0.1767 -1.2906 0.5438 -0.15
H -0.7790 -1.6758 -0.8720 0.57
H -0.5340 1.1282 -0.8886 0.01
H -1.9997 0.3369 -0.1477 0.49
H -1.2752 1.4636 2.8003 0.38
O -0.0187 2.0709 -3.0952 -0.71
H 0.3211 1.3927 -2.4871 0.47
H 0.2283 1.7705 -3.9735 0.26
O 1.9608 3.5832 -0.8035 -0.56
H 1.2381 3.5611 -0.1498 0.33
H 1.4167 4.0818 -1.4392 0.31
O -0.6987 -2.3896 3.2577 -0.72
H -0.1115 -2.0748 2.5560 0.32
H -0.1909 -2.3129 4.0708 0.29
O 2.9367 1.5937 1.2613 -0.65
H 3.5949 1.9656 0.6524 0.33
H 2.2008 2.2042 1.1203 0.29
O 1.9481 -0.9491 2.3908 -0.51
H 2.4588 -1.5464 2.9442 0.26
H 2.5533 -0.2486 2.1024 0.27
O -1.8834 -0.6680 -3.3797 -0.53
H -2.4727 -0.0239 -3.7917 0.29
H -2.1598 -1.4884 -3.8151 0.26
O -2.9122 -2.2035 0.2208 -0.59
H -2.8735 -1.8142 -0.6560 0.31
H -3.6436 -1.8408 0.7312 0.33
O -3.2256 -1.1853 2.7231 -0.66
H -2.3055 -1.5114 2.8081 0.39
H -3.0753 -0.2371 2.6380 0.32
```

Spin multiplicity: 1
LUMO level, eV: 0.272
HOMO-LUMO gap, eV: 8.2
Energy relative to the best compared isomer or geometry (same formula, charge and spin), kJ/mol: 193.2
Charge: 0
Maximum force, Eh/bohr: 0.039
SMILES string: C=C(N)CCC(=O)O.O.O.O.O.O.O.O.O
Energy, Ha: -1012.6496

Molecular formula: C5H25NO9
Method: DFT, ωB97M-V/def2-TZVPD

XYZ file:
```
40
Properties=species:S:1:pos:R:3:mulliken_charge:R:1
C -1.8553 -0.2651 2.2010 -0.97
N -0.5670 -0.6020 1.6711 0.08
C -0.3657 -0.5664 0.2917 0.38
O 0.6937 -0.0879 -0.1251 -0.97
C -1.2257 -1.3192 -0.6649 -0.07
C -0.2887 -2.5212 -1.0263 -0.29
C -0.1483 -3.4002 0.2143 -1.22
O -0.9814 -3.3032 -2.0475 -0.54
H -2.0182 0.7615 2.5919 0.27
H -1.9907 -0.8697 3.1245 0.34
H -2.6597 -0.5421 1.5008 0.34
H 0.2358 -0.2903 2.2383 0.19
H -1.3803 -0.6084 -1.5524 0.04
H -2.2052 -1.5534 -0.2879 0.79
H 0.6391 -2.3654 -1.5593 0.39
H -1.0482 -4.0217 0.4024 0.31
H 0.8023 -3.9913 0.0943 0.32
H 0.1513 -3.0780 1.2209 0.32
H -1.7225 -3.7088 -1.5822 0.39
O -1.6709 1.8017 -0.7902 -0.64
H -1.4040 1.8275 -1.7343 0.34
H -2.2014 2.5879 -0.6087 0.27
O 2.5099 0.7396 1.4998 -0.70
H 1.8620 0.3247 0.8420 0.37
H 3.3425 0.3538 1.1977 0.28
O 0.4552 1.5580 -2.4573 -0.64
H 0.8764 2.4188 -2.5140 0.30
H 0.5884 1.2403 -1.5358 0.33
O -0.2875 -0.7375 -3.7738 -0.60
H 0.1722 -0.5045 -2.9633 0.31
H -0.1437 -1.6664 -3.9963 0.31
O -0.1764 3.4312 1.0936 -0.62
H -0.5011 2.8342 0.4023 0.36
H 0.7650 3.5569 0.9586 0.30
O 2.4168 3.3510 -1.5522 -0.66
H 2.7070 2.8045 -0.8173 0.31
H 1.7125 3.9667 -1.3346 0.33
O 1.3438 0.5900 3.9442 -0.67
H 2.2195 0.3156 3.6543 0.30
H 1.3486 1.5389 3.7798 0.32
```

Spin multiplicity: 1
LUMO level, eV: 0.271
HOMO-LUMO gap, eV: 10.1
Energy relative to the best compared isomer or geometry (same formula, charge and spin), kJ/mol: 162.0
Charge: 0
Maximum force, Eh/bohr: 0.060
SMILES string: CNC(=O)C[C@@H](C)O.O.O.O.O.O.O.O
Energy, Ha: -937.4023

Molecular formula: C5H26N2O7
Method: DFT, ωB97M-V/def2-TZVPD

XYZ file:
```
40
Properties=species:S:1:pos:R:3:mulliken_charge:R:1
C -1.7164 2.9952 -1.0557 -1.31
N -0.7677 1.9105 -1.3820 0.01
C 0.6452 2.2896 -1.5835 -0.55
C 1.5195 1.0556 -1.4519 -0.70
N 1.1959 0.3926 -0.2034 0.34
C 1.8057 -0.8651 0.1135 -0.53
C 3.0918 -0.8135 0.9358 -0.56
O 3.2277 0.1585 1.9703 -0.52
H -1.3400 3.6851 -0.2867 0.43
H -1.8629 3.6648 -1.9427 0.29
H -2.7388 2.6428 -0.8402 0.44
H -0.7880 1.1919 -0.6503 -0.14
H 0.8764 3.0978 -0.8953 0.36
H 0.8135 2.6596 -2.6407 0.34
H 2.6420 1.3185 -1.3741 0.36
H 1.4648 0.3006 -2.2972 0.35
H 1.3311 1.0593 0.5525 0.15
H 1.8985 -1.6122 -0.6855 0.39
H 1.0695 -1.5442 0.6642 -0.05
H 3.1087 -1.6762 1.6670 0.30
H 3.9247 -0.9738 0.2401 0.30
H 2.9667 1.0805 1.8062 0.32
O -3.1303 2.0976 1.4779 -0.65
H -2.3374 2.2156 0.9756 0.37
H -2.9793 1.3174 2.0075 0.32
O -0.8241 -3.5800 -0.0427 -0.57
H -0.2558 -3.9639 0.6226 0.29
H -1.2058 -2.7983 0.3538 0.30
O -0.6327 -1.8990 2.3673 -0.57
H -1.3348 -1.2672 2.7487 0.28
H -0.2070 -2.0366 3.2190 0.28
O -0.8330 0.8496 2.3440 -0.59
H 0.0122 0.5780 1.9893 0.30
H -0.8701 1.0759 3.2779 0.27
O -1.7384 -1.0772 -1.3769 -0.64
H -1.0664 -0.4313 -1.1175 0.33
H -2.5402 -0.7055 -1.0081 0.25
O -0.4297 -2.5775 -3.2007 -0.65
H -1.2612 -2.5071 -2.7192 0.32
H 0.1496 -2.3210 -2.4533 0.30
```

Spin multiplicity: 1
LUMO level, eV: -0.264
HOMO-LUMO gap, eV: 8.8
Energy relative to the best compared isomer or geometry (same formula, charge and spin), kJ/mol: 341.6
Charge: 0
Maximum force, Eh/bohr: 0.062
SMILES string: CNCCNCCO.O.O.O.O.O.O
Energy, Ha: -842.1910

Molecular formula: C5H26N2O8
Method: DFT, ωB97M-V/def2-TZVPD

XYZ file:
```
41
Properties=species:S:1:pos:R:3:mulliken_charge:R:1
C 1.1095 1.7086 -0.0331 -1.42
C 1.0169 1.3040 -1.5404 1.11
C 1.8843 2.2779 -2.3756 -1.71
N 1.5436 -0.0739 -1.5584 -0.22
C 0.5887 -1.0773 -1.3301 0.42
O -0.4585 -0.8191 -0.7731 -0.43
C 1.0326 -2.5325 -1.5856 -0.72
N 1.0491 -3.1961 -0.3064 -0.59
H 1.4802 1.0419 0.7297 0.22
H 0.2081 2.0117 0.5035 0.29
H 1.8655 2.5122 0.1040 0.38
H -0.0539 1.4610 -1.8428 0.02
H 1.7573 3.3032 -1.9503 0.42
H 2.8963 2.1563 -1.8919 0.39
H 1.7753 2.3282 -3.4321 0.40
H 2.1857 -0.3618 -2.2784 0.31
H 1.9907 -2.6388 -2.1141 0.39
H 0.2062 -2.9116 -2.2423 0.30
H 1.8271 -2.8878 0.2477 0.22
H 0.1639 -3.2269 0.1495 0.35
O -2.1915 -0.5037 3.8513 -0.65
H -1.6414 -1.0203 3.2424 0.46
H -2.2281 0.4155 3.5595 0.25
O 3.8846 0.4226 0.9890 -0.63
H 3.1922 0.1166 0.3961 0.34
H 4.3769 -0.3854 1.1644 0.30
O 0.2068 2.0923 3.1690 -0.57
H 1.1460 2.0816 3.3236 0.29
H -0.3592 2.4655 3.8409 0.29
O -4.1029 0.6618 0.3390 -0.60
H -3.8530 1.5661 0.5070 0.27
H -4.4215 0.5626 -0.5623 0.31
O -2.6494 0.3457 -2.1591 -0.66
H -2.8445 -0.5723 -2.3277 0.33
H -1.9983 0.5272 -1.4629 0.26
O -3.1389 -2.1064 0.1275 -0.60
H -2.6018 -1.3731 -0.1637 0.27
H -3.8754 -1.7699 0.6399 0.30
O -0.6190 -1.5918 1.8445 -0.71
H -0.6461 -0.9212 1.1128 0.30
H 0.2960 -1.3927 2.0889 0.33
```

Spin multiplicity: 1
LUMO level, eV: 0.173
HOMO-LUMO gap, eV: 9.6
Energy relative to the best compared isomer or geometry (same formula, charge and spin), kJ/mol: 248.4
Charge: 0
Maximum force, Eh/bohr: 0.074
SMILES string: CC(C)NC(=O)CN.O.O.O.O.O.O.O
Energy, Ha: -917.5003